Formula: C16H20B2Br4CrMnN4O32S2
Source: the Open Molecules 2025 dataset
Level of theory: ωB97M-V/def2-TZVPD

XYZ file:
```
82
Properties=species:S:1:pos:R:3:forces:R:3
Mn 14.654067 -17.442151 5.544324 0.5 -0.4 0.0
Cr 13.375472 -11.915982 12.464126 0.5 0.3 1.4
O 12.689764 -12.879130 4.125895 0.0 0.1 -0.3
C 12.574023 -13.327631 5.219457 -0.1 0.1 0.2
O 11.973984 -12.770960 6.263413 0.3 -0.1 0.1
B 12.132047 -13.637558 7.441625 -1.0 0.6 -0.4
O 12.816127 -14.846713 6.952971 0.0 0.0 0.2
C 13.120903 -14.685009 5.697506 0.1 0.4 0.3
O 13.781182 -15.433749 5.020786 0.3 -1.0 -0.2
O 10.787615 -13.909516 8.010494 0.2 -0.3 0.0
C 10.765057 -13.605620 9.288683 0.2 0.1 0.0
O 9.896926 -13.805152 10.079435 -0.4 0.0 0.2
C 12.144585 -13.002279 9.626502 1.0 -0.9 -0.6
O 12.870506 -12.986837 8.539923 -0.1 0.1 0.2
O 12.592117 -12.792352 10.728152 -0.5 0.9 0.2
O 12.353790 -16.568781 13.983750 -0.1 -0.1 0.2
C 13.019595 -16.419120 13.009399 -0.2 0.2 -0.5
O 13.311253 -17.329001 12.083244 0.0 -0.1 0.0
B 14.169083 -16.753170 11.050026 0.6 -0.1 0.1
O 14.348342 -15.337036 11.455112 -0.2 0.1 -0.3
C 13.609107 -15.081114 12.495794 0.4 -0.3 -0.2
O 13.412560 -13.985613 12.952171 -0.1 -0.5 0.6
O 13.587948 -16.814102 9.684576 -0.6 0.0 0.1
C 14.446816 -17.319098 8.844294 0.8 0.6 0.1
O 14.309880 -17.396966 7.653353 -0.6 -0.1 0.0
C 15.737528 -17.665130 9.646265 -0.2 -0.6 -0.1
O 15.464673 -17.428002 10.915387 -0.1 0.2 0.2
O 16.755841 -18.102890 9.203451 -0.1 0.2 -0.1
S 14.324116 -10.837308 14.678546 2.2 0.9 1.9
O 15.001836 -11.541313 13.485070 -0.2 -0.3 -0.9
O 12.892456 -11.001655 14.253683 -1.0 -0.1 -0.8
O 14.651323 -11.542556 15.911593 -0.6 -0.3 -0.7
O 14.768608 -9.453742 14.749663 -0.7 -0.4 -0.6
S 15.908745 -19.725550 4.818917 0.8 -1.4 -0.4
O 14.650346 -19.080430 4.251759 -0.9 0.5 -0.3
O 16.988025 -19.701471 3.835204 -0.3 0.7 0.4
O 16.138328 -18.753793 5.968233 0.7 0.0 0.2
O 15.693665 -21.074843 5.314305 -0.5 0.6 0.1
Br 12.599752 -14.108439 17.727356 -0.1 0.1 -0.3
C 11.254487 -14.991139 16.615149 -0.1 -0.2 0.5
C 9.912929 -14.736984 17.262000 0.5 0.9 0.9
Br 8.540573 -15.922401 16.585705 0.0 0.1 0.0
H 11.537169 -16.034916 16.675651 -0.1 -0.1 -0.3
H 11.310153 -14.621972 15.598239 0.2 0.1 0.0
H 9.631841 -13.683317 17.204906 -0.3 -0.2 -0.8
H 9.990327 -14.848766 18.344785 -0.1 -0.7 -0.1
Br 17.857227 -14.232081 11.895989 0.0 0.0 0.3
C 19.391187 -15.406443 11.655793 0.2 0.4 -0.3
C 18.924168 -16.675179 11.022381 -0.5 -0.4 -0.1
Br 20.481441 -17.706505 10.449795 -0.1 0.0 0.0
H 19.902820 -15.542893 12.602066 -0.2 0.0 0.1
H 20.045725 -14.867824 10.977332 0.0 0.0 0.0
H 18.302021 -16.489471 10.151605 0.4 0.0 -0.1
H 18.341119 -17.317792 11.676094 0.2 0.0 0.2
C 8.960818 -14.931360 12.777984 0.2 -0.1 -0.1
N 9.470808 -13.757633 13.536731 0.2 -0.2 0.4
O 10.626416 -13.423523 13.396466 0.0 0.0 -0.2
O 8.681988 -13.227560 14.293937 -0.1 0.1 -0.1
H 8.349197 -14.507577 11.988343 -0.3 -0.2 0.1
H 8.444730 -15.565050 13.491754 -0.3 0.2 -0.1
H 9.775891 -15.497594 12.343623 0.3 0.3 0.0
C 10.443892 -17.830331 10.055708 0.6 0.0 0.2
N 9.797077 -18.835658 9.180533 -0.1 0.1 -0.1
O 8.868421 -19.469461 9.635904 -0.1 -0.1 0.0
O 10.265484 -18.974263 8.069113 -0.1 0.0 0.1
H 11.337219 -18.318807 10.444191 0.1 0.1 -0.1
H 9.815856 -17.560653 10.894804 -0.3 -0.1 -0.2
H 10.731474 -16.986027 9.440204 0.0 0.0 0.0
C 15.558940 -14.662432 15.332020 1.1 -0.5 0.3
N 15.837152 -16.051006 15.844396 -0.4 0.1 0.0
O 15.841868 -16.940335 15.012809 0.0 0.0 -0.1
O 16.015783 -16.225131 17.031427 0.1 0.1 0.0
H 16.327971 -14.525313 14.571280 -0.4 0.2 -0.2
H 15.718491 -13.955985 16.132848 -0.3 0.1 0.1
H 14.555533 -14.666925 14.936980 -0.1 0.2 0.0
C 18.492782 -17.358998 6.618650 0.4 0.4 -0.1
N 17.689100 -16.217006 7.147309 0.0 -0.5 -0.1
O 18.175985 -15.507377 7.997804 0.1 0.0 0.1
O 16.568362 -16.048559 6.701487 -0.3 0.4 -0.2
H 18.233794 -18.261409 7.160586 -0.2 0.1 0.2
H 19.529267 -17.075030 6.774975 0.0 -0.1 0.0
H 18.232590 -17.494702 5.576207 0.0 0.0 0.0
```
Positions in Å, forces in eV/Å.

Results
Spin multiplicity ... 10
Charge ... -2
LUMO (alpha / beta) ... 0.098 / 0.096 hartree
Total energy ... -451340.40739 eV
<S²> ... 24.774